No. 1
# C2H10N4S

2 unconnected molecules or ions with the total composition C2H10N4S (ωB97M-V/def2-TZVPD, OMol25).

```
17
Properties=species:S:1:pos:R:3:forces:R:3
C 0.63001 0.04534 -0.11233 0.9139 -1.5429 -0.6553
C -1.40513 -0.96821 -0.87574 -2.4332 -0.5435 -1.4870
N 1.37531 0.98000 0.42843 1.7478 -1.6044 -1.6133
N -0.67228 -0.05449 -0.10478 -1.2205 1.8058 1.9090
N 1.15079 2.16162 0.96049 2.2904 0.2642 4.4764
N -1.38499 0.96288 0.42311 -2.4618 1.0233 -1.0356
S 0.81189 -3.30490 -0.42418 1.7570 -1.4267 0.5424
H 1.07157 -0.83128 -0.66371 0.2815 1.4320 0.9390
H -2.33901 -1.43999 -0.49884 0.8846 0.5078 1.0344
H -1.82027 -0.43539 -1.72537 0.2922 0.1347 -0.6403
H -0.77753 -1.73619 -1.20627 0.7534 -0.8397 -0.8458
H 2.37462 0.78618 0.37588 -0.1362 -0.2070 -0.2691
H 0.63025 2.88166 0.62455 -2.0715 1.8170 -2.0325
H 1.90406 2.49487 1.61609 -1.1241 -0.7472 -1.0634
H -2.35539 1.12636 0.07297 1.2801 -0.6650 0.1975
H -1.24543 1.35723 1.32472 0.7674 -0.2636 0.8380
H 2.05152 -4.02569 -0.21501 -1.5211 0.8552 -0.2943
```
Forces are in eV/Å.

Net charge: +2
E in hartree: -698.49572
Orbital gap (spin up / spin down) in eV: 3.55 / 3.30
HOMO energy (spin up / spin down) in eV: -16.748 / -16.593
ΔE to the lowest compared entry with this formula, charge and spin in kcal per mole: 137.2

No. 2
# C3H5NO3

3 unconnected molecules or ions with the total composition C3H5NO3 (ωB97M-V/def2-TZVPD, OMol25).

```
12
Properties=species:S:1:pos:R:3:forces:R:3
C -3.36656 0.85391 0.23380 -2.2746 2.2094 2.7986
C -2.22652 0.53771 -0.26876 0.5794 1.0222 -1.4420
C 1.19824 -1.30256 -0.07863 2.7114 -0.8556 0.2884
N 0.39847 -2.11545 -0.42889 -3.6019 -0.5363 -0.6014
O 2.25463 -0.92008 0.20669 0.3121 1.6811 0.3686
O 4.32950 1.66506 0.08266 -0.0083 -1.1746 -2.1123
O -1.29658 0.53554 -0.95724 0.8307 -0.8995 0.1219
H -3.45236 2.03152 0.35523 0.1521 -2.5885 -0.4518
H -3.96386 0.27748 0.97250 0.6471 0.3099 -0.9925
H 3.90805 0.90212 -0.45642 1.1436 1.9382 1.3367
H -0.59999 -1.89126 -0.46313 0.6784 -0.3147 -0.1376
H 5.02016 2.07017 -0.51037 -1.1701 -0.7916 0.8234
```
Forces are in eV/Å.

Net charge: 0
E in hartree: -397.72447
Orbital gap in eV: 9.94
HOMO energy in eV: -9.908
SMILES: C=C=O.N=C=O.O
ΔE to the lowest compared entry with this formula, charge and spin in kcal per mole: 70.4

No. 3
# C26H53N8O6

6 unconnected molecules or ions with the total composition C26H53N8O6 (ωB97M-V/def2-TZVPD, OMol25).

```
93
Properties=species:S:1:pos:R:3:forces:R:3
C -0.50175 1.54039 2.41777 -2.5238 2.1105 -2.6410
C -1.29750 2.32166 1.40520 3.0070 -3.0554 4.0087
N -1.13129 1.94701 -0.04852 -0.0675 0.1174 -5.1473
C -0.72316 0.57637 -0.62789 -0.3197 1.7252 -4.5807
C -0.69380 0.67567 -2.29350 -1.0581 3.0542 6.1740
N -1.10077 2.13780 -2.53969 0.4821 -2.2265 4.6824
C -1.34265 2.87407 -1.21886 0.6617 -3.0565 -1.4482
C -1.73622 4.44807 -1.36880 0.5618 -0.0729 0.1432
C -2.42753 5.15110 -0.06729 -0.1470 1.0293 -0.1893
C -3.97279 4.69501 0.24509 0.1484 0.9023 0.7479
C -4.90398 4.43289 -1.07589 -0.8748 1.1154 0.6720
N -4.77167 3.07075 -1.70976 -0.4399 -0.9872 2.5284
C -4.99178 1.93180 -0.74299 5.0785 -3.1298 0.1145
C -6.27636 1.72166 0.25513 -0.1506 -0.2205 -0.5637
O -3.99787 1.00344 -0.66752 -5.6224 5.0640 -0.6697
H 0.12135 0.57940 2.17534 -0.9888 2.1203 0.2577
H -0.55768 1.87658 3.54343 -0.1488 -0.7211 -2.5613
H -2.02892 3.13288 1.84220 1.6164 -1.7001 -1.8591
H -0.44084 -0.40323 -0.01922 -0.7104 2.6977 -1.0913
H -0.43077 -0.15163 -3.07920 -0.5784 2.1020 1.6953
H -1.19386 2.54925 -3.50984 0.1327 -0.4546 1.9302
H -2.41126 4.54561 -2.34887 1.4211 -0.2739 2.2678
H -0.73756 5.04479 -1.60219 -1.9745 -1.4136 0.4919
H -2.47335 6.32115 -0.30010 0.2380 -2.5902 0.2997
H -1.71950 5.06835 0.88917 -1.6169 0.0197 -2.1924
H -3.94602 3.81754 1.02238 -0.3763 1.3687 -1.7554
H -4.47118 5.61479 0.82118 1.0973 -2.0298 -1.2095
H -4.69861 5.32452 -1.84237 -0.3909 -2.2243 1.4261
H -6.04288 4.55702 -0.76190 2.4709 -0.2482 -0.5620
H -3.91348 2.96207 -2.29168 -0.9698 -0.3731 1.1382
H -6.04203 1.99267 1.39372 -0.3231 -0.3134 -2.7456
H -7.22336 2.27841 -0.15728 1.9401 -0.9130 0.9870
H -6.51940 0.56384 0.25477 0.7241 2.4257 -0.1529
C 3.15559 -0.37627 -0.21343 -0.3223 -0.0089 0.0975
C 2.90216 -0.64486 1.24386 0.7735 0.0505 0.5749
O 1.77336 -0.83949 1.68644 -0.5284 0.0577 -0.0118
N 3.97825 -0.66823 2.08305 -1.1763 -0.0664 -0.4841
C 5.36966 -0.46430 1.75498 0.2260 -0.1027 0.3660
H 2.20806 -0.38770 -0.75901 0.3101 -0.0550 0.2231
H 3.61454 0.60832 -0.33708 0.1791 -0.2166 -0.1057
H 3.80374 -1.15258 -0.62880 -0.0010 0.2989 -0.0715
H 3.73325 -0.85456 3.04893 0.0805 0.0295 -0.2345
H 5.92233 -1.36095 2.04580 0.1768 0.1098 -0.1130
H 5.73446 0.38666 2.33534 0.2251 -0.0830 -0.3032
H 5.52430 -0.27172 0.69253 -0.1044 0.0597 0.2990
C -4.47342 -3.82899 2.02387 -0.1135 -0.2133 0.1731
C -4.40949 -2.33294 2.15744 -0.0804 0.6548 0.5145
O -4.68509 -1.75757 3.20668 0.1216 -0.2650 -0.4861
N -4.02989 -1.61205 1.06246 -0.1323 -0.2714 0.6017
C -3.67006 -2.10239 -0.24725 -0.0809 0.3961 -0.0069
H -4.78979 -4.26913 2.97349 0.0901 0.2187 -0.1915
H -5.20064 -4.10425 1.25527 0.1886 -0.1053 -0.0148
H -3.48566 -4.22368 1.77126 -0.1590 -0.0462 -0.0966
H -4.00909 -0.61162 1.22487 -0.0042 -0.1896 -0.2500
H -2.64999 -1.77600 -0.46387 -0.0341 -0.1514 -0.2944
H -4.35206 -1.65744 -0.97588 0.2203 -0.1642 -0.1822
H -3.72512 -3.18962 -0.31573 -0.0190 0.1909 0.1459
C 6.88544 4.36969 1.12778 0.2275 0.0213 0.0998
C 6.00868 3.30353 0.53223 0.0124 -0.7564 -0.1945
O 6.37699 2.13677 0.42765 -0.1960 0.5383 0.0274
N 4.76651 3.66895 0.10068 0.4905 -0.2885 0.1760
C 4.15887 4.97839 0.13794 -0.3030 -0.2602 -0.1980
H 7.84261 3.93343 1.42629 -0.2925 -0.0193 -0.1298
H 7.07694 5.15160 0.38799 -0.0585 0.0619 0.1896
H 6.40687 4.79428 2.01433 0.0720 0.1409 -0.1354
H 4.23186 2.90057 -0.28843 0.1542 0.2411 0.0770
H 3.24181 4.91079 0.72821 -0.0044 0.3199 0.0003
H 3.90687 5.26533 -0.88586 -0.0476 0.2934 0.1247
H 4.81626 5.73153 0.57432 -0.0762 -0.2328 -0.0829
C 3.41996 -1.06576 -5.30839 0.0216 0.2176 -0.1217
C 3.09665 -1.57507 -3.93138 -0.0834 -0.2863 0.4991
O 2.75358 -0.82603 -3.02079 -0.1346 -0.0826 -0.4052
N 3.19495 -2.91831 -3.71050 -0.1489 0.9535 0.0238
C 3.57844 -3.95012 -4.64515 -0.0268 -0.3331 0.2997
H 3.29836 0.02054 -5.33592 0.0129 -0.2666 0.1480
H 4.45657 -1.30469 -5.56075 -0.1613 -0.0419 -0.1488
H 2.73889 -1.50910 -6.03973 0.2176 -0.0243 -0.0522
H 2.96270 -3.18970 -2.76177 0.0780 0.0346 -0.2555
H 2.75388 -4.66304 -4.72148 0.1912 -0.0982 -0.2306
H 4.45858 -4.46009 -4.24605 -0.0231 -0.1163 -0.2942
H 3.80714 -3.55291 -5.63496 -0.0660 0.0070 0.2509
C -0.50030 -7.66631 3.86373 0.0876 -0.1654 0.1871
C -1.57640 -7.36822 2.85714 -0.9277 -0.5278 -0.2921
O -2.53838 -8.11253 2.68826 0.5943 0.4568 0.1098
N -1.45814 -6.22662 2.11855 -0.1008 -0.3977 0.1979
C -0.41006 -5.23466 2.17157 -0.3206 0.1272 -0.3203
H -0.72688 -8.60530 4.37614 -0.0743 0.2306 -0.2212
H 0.46395 -7.77107 3.35916 0.0058 0.1221 0.1653
H -0.45456 -6.86751 4.60879 0.1814 -0.0520 -0.0776
H -2.21790 -6.09016 1.46143 0.2265 -0.1006 0.1834
H -0.86472 -4.27293 2.42128 0.3201 0.1371 0.0494
H 0.04680 -5.16974 1.18108 0.2385 0.1910 0.1381
H 0.35628 -5.47590 2.90935 -0.2202 -0.0198 -0.1317
```
Forces are in eV/Å.

Net charge: +1
E in hartree: -1911.47939
Orbital gap in eV: 7.43
HOMO energy in eV: -10.810